Entry 1:
Computed, not measured: a cluster of 10 separate species, C44H62BrClN10OS in total in a non-equilibrium geometry, with wB97M-V/def2-TZVPD.

XYZ file:
```
120
C44H62BrClN10OS | the Open Molecules 2025 dataset | wB97M-V/def2-TZVPD
N 5.705 -6.151 -1.106
C -4.922 -4.193 -7.715
H 9.003 7.511 1.429
H -4.916 -2.642 2.789
H -3.072 8.188 0.681
C -3.126 3.972 1.766
C 7.211 3.674 4.047
H -3.975 -4.592 2.208
N 7.506 5.147 -0.083
H -4.530 -5.145 -5.865
C 1.720 3.278 -0.893
N -0.112 0.305 -2.500
H 4.117 0.555 4.256
H -1.842 -4.901 0.712
C 3.354 -8.556 -0.310
H -0.940 -4.422 -2.373
H -2.270 9.172 1.922
C -5.995 4.016 0.433
C -4.536 4.212 -0.096
O -3.568 3.365 0.533
C -2.775 -2.084 -1.121
H 0.592 -5.137 -2.914
C 4.434 6.054 -2.826
H -1.149 -8.941 0.676
C 8.048 7.531 0.903
C 0.835 1.057 -1.716
H 3.883 -4.355 -2.968
C -1.402 -7.921 0.961
C 3.558 0.144 2.177
H -0.830 0.906 -2.901
C -3.216 7.424 2.649
H -2.485 -3.741 2.729
C 2.887 1.135 -0.142
H -5.315 2.531 2.412
H 4.633 6.842 -3.552
C -3.268 -3.758 1.919
C -0.498 -2.860 -0.256
H -1.535 7.650 1.383
Cl -0.524 3.441 -2.561
N 2.229 6.591 -1.511
H -4.006 0.770 3.498
N -3.791 6.870 3.475
H -4.295 0.658 0.796
C -0.356 -6.993 0.477
H -7.397 2.247 0.229
C -5.097 0.485 1.556
H 7.590 4.065 2.000
H -6.878 1.528 2.382
H -2.931 3.207 2.555
S 1.892 -1.420 -1.021
H -2.364 -7.654 0.523
H 8.104 8.254 0.090
C 3.942 -4.370 -1.880
H 8.468 5.110 3.132
N 6.513 3.351 4.891
C -0.321 -4.641 -3.243
H 3.726 -7.553 -0.108
H -4.694 -2.191 1.067
H -4.160 5.271 -0.005
H 3.554 -0.974 2.327
C -1.061 -5.518 -4.180
C 0.744 2.517 -1.691
C -3.978 -4.678 -6.679
H -0.060 -3.705 -3.737
H -2.831 -0.294 -2.484
H 2.502 0.513 2.306
C 1.909 0.405 -0.932
H -6.170 4.460 1.450
H -3.452 -4.642 -0.132
H 4.228 -0.610 0.202
H -5.838 -0.295 1.222
C -3.334 -1.186 2.565
C -2.184 -0.968 -1.880
N -1.631 -6.194 -4.903
H 4.228 -3.381 -1.525
H -5.257 -0.548 3.478
C -2.672 -4.163 0.507
C -2.477 8.154 1.593
H 5.271 5.988 -2.131
C 2.413 -8.965 0.756
C -4.435 -0.071 2.881
H 4.196 -9.246 -0.348
H 2.963 -4.625 -1.473
H 8.975 3.424 2.906
C 3.996 0.386 0.664
H 5.559 0.416 3.191
H 0.145 -3.557 0.336
H -1.474 -7.861 2.046
H -4.527 3.972 -1.194
N -5.648 -3.819 -8.513
C -4.133 -2.439 1.998
C 2.760 2.606 -0.138
C 7.745 6.186 0.360
N 1.681 -9.281 1.572
H -2.899 -1.455 3.572
H 3.457 3.221 0.470
H -6.695 4.488 -0.306
N 0.451 -6.276 0.102
H -3.876 -2.237 -1.165
H -3.400 -3.844 -6.285
C 0.096 -1.762 -1.001
H 1.584 4.402 -0.883
H 7.265 7.834 1.597
C -6.316 2.467 0.438
H 4.330 5.104 -3.349
H -2.551 -0.838 1.847
C 4.943 -5.370 -1.443
C 4.512 0.817 3.230
C -1.961 -3.010 -0.304
H -3.920 4.688 2.122
C -0.713 -0.811 -1.787
C -5.941 1.809 1.828
C 8.117 4.094 2.952
H 4.493 1.936 3.179
H -5.722 1.984 -0.387
H -2.214 4.597 1.569
H -3.297 -5.410 -7.111
C 3.189 6.357 -2.084
Br 5.656 1.471 0.461
H 2.846 -8.561 -1.273
```

* LUMO energy: 0.08 eV
* largest force on an atom: 3.51 eV/A
* HOMO energy: -8.1 eV
* DFT total energy: -5768.8059 a.u.
* SMILES: CC[C@H](Br)c1ccc(Cl)c2c1Sc1cc(CCCCCCCCCCOC)ccc1N2.CC#N.CC#N.CC#N.CC#N.CC#N.CC#N.CC#N.CC#N.CC#N



Entry 2:
Computed, not measured: a structure of composition C40H47BrN6O6RhS in a non-equilibrium geometry, with wB97M-V/def2-TZVPD.

XYZ file:
```
102
C40H47BrN6O6RhS | the Open Molecules 2025 dataset | wB97M-V/def2-TZVPD
N -0.161 0.040 1.902
H -5.828 -0.241 1.726
H -2.139 -1.370 -2.328
H 3.286 1.467 4.585
C 3.448 1.601 0.407
H 0.016 2.185 2.967
N -1.582 -5.347 0.188
C 2.379 -3.046 0.476
H 4.624 -0.555 4.132
H -0.518 3.062 -1.885
H -1.525 -3.675 -2.930
C 1.885 -1.293 2.251
H -1.146 5.157 -3.019
C 3.649 -0.434 3.673
C 1.336 -2.440 1.414
H -3.654 -2.675 -3.760
H 1.893 -3.726 -0.232
H -0.499 2.723 5.342
H 3.683 0.543 0.447
C 4.436 2.559 0.326
C 1.240 3.809 -2.840
H -3.742 -0.946 -4.161
N 1.617 -0.656 -1.853
O -3.696 1.075 -2.554
H 0.891 2.645 -5.296
H -3.873 -0.650 3.273
H 5.479 2.269 0.265
H 0.683 0.576 -6.634
H -0.094 -2.664 -2.625
C -2.841 0.851 -1.701
N -2.271 0.267 0.532
C 2.755 4.302 0.389
C -2.303 -4.393 0.802
C -0.170 3.217 -2.896
H 0.356 -4.346 1.745
H -0.587 -1.334 -5.728
C 0.233 0.639 -5.651
C 0.799 2.087 3.716
H -0.495 0.965 5.066
H -2.079 -7.076 1.282
H 1.970 3.076 -2.489
H -0.845 4.393 -4.599
H -1.844 -5.164 2.641
C 1.729 3.351 0.471
C -1.236 -0.411 2.552
H 0.522 -2.060 0.807
H 1.559 4.168 -3.826
C -4.811 -0.087 1.387
H 0.890 1.741 5.855
H 3.133 -3.618 1.030
H -2.160 3.804 -3.564
C -3.268 0.498 -0.316
C -1.222 -6.619 0.784
C 1.138 -0.140 2.517
C -1.069 -0.366 -3.876
H -0.408 -6.519 1.507
H -2.846 -3.789 2.624
C 1.637 0.868 3.353
C 4.086 3.907 0.298
O 0.529 -0.797 -1.127
Rh -0.478 0.712 -0.005
C -4.570 0.316 0.081
H 2.893 -2.278 -0.108
C -2.476 -0.133 1.781
O 2.075 0.450 -1.882
O -0.633 2.710 0.409
C 2.894 0.698 3.928
O -0.088 4.769 1.023
H 1.259 4.668 -2.161
H 1.562 -3.925 2.982
H -0.886 -7.288 -0.003
C 0.128 1.864 5.078
Br 2.491 6.182 0.335
H 0.955 4.248 3.766
H 4.851 4.669 0.209
H 2.257 3.423 4.633
S -2.920 -3.058 -0.010
H 1.379 1.282 0.481
C -0.921 0.792 -3.122
C -0.218 1.885 -3.628
C 1.619 3.381 3.743
H -0.551 -3.075 -4.290
C 0.768 -3.523 2.341
H 3.735 -2.309 2.645
C 3.145 -1.419 2.838
H 2.258 3.479 2.868
C -3.094 -1.828 -4.175
N -1.517 0.834 -1.798
C -0.942 -2.821 -3.299
H -0.017 -3.115 2.982
N -2.505 -4.601 2.133
C -3.750 -0.315 2.253
C -0.484 -0.428 -5.140
C 0.354 1.791 -4.894
C -1.140 4.203 -3.560
H -2.842 -2.060 -5.217
H -5.351 0.486 -0.649
C 0.238 3.663 0.656
O -1.302 -0.994 3.633
C 2.139 2.029 0.446
H -1.450 -5.194 -0.797
C -1.831 -1.573 -3.349
```

* net charge: -1
* LUMO energy: 1.43 eV
* largest force on an atom: 1.91 eV/A
* HOMO energy: -5.6 eV
* DFT total energy: -5415.2777 a.u.



Entry 3:
Computed, not measured: a cluster of 2 separate species, C6H16N2O3P in total in a non-equilibrium geometry, with wB97M-V/def2-TZVPD.

XYZ file:
```
28
C6H16N2O3P | the Open Molecules 2025 dataset | wB97M-V/def2-TZVPD
H -1.798 -1.780 0.909
C -1.379 -1.651 1.934
H -2.122 -1.397 2.582
O 2.717 1.989 -2.661
N -0.221 -0.189 -4.400
H -0.172 0.332 -0.852
H -1.446 1.112 -1.891
H 0.005 2.779 0.190
C 1.238 -0.905 2.269
H -0.087 -1.075 -4.850
C 1.578 1.676 -2.646
H 1.324 1.582 0.057
N -0.443 0.893 -1.845
C 0.833 2.453 -0.433
H 0.655 -1.298 -0.141
O 1.329 -1.267 -2.638
H 1.306 -0.493 3.314
H -0.431 0.585 -4.920
H -1.060 -2.688 1.989
H 1.769 -0.314 1.561
H 1.561 -1.900 2.204
P 0.687 -0.039 -3.094
H -0.676 0.246 2.016
C -0.173 -0.729 1.733
H -0.268 2.940 -2.278
O -0.031 -0.639 0.250
C 0.412 2.092 -1.832
H 1.569 3.341 -0.413
```

* net charge: +1
* LUMO energy: -4.27 eV
* largest force on an atom: 5.07 eV/A
* HOMO energy: -13.9 eV
* DFT total energy: -914.5343 a.u.